1.
A structure of composition C21H18BrKN3O2, computed with ωB97M-V with the def2-TZVPD basis set.

Computed properties:
* net charge: -1
* energy above the lowest of the compared OMol25 structures with the same formula, charge and spin: 40.12 kJ/mol
* DFT total energy: -4299.78408 hartree
* E_LUMO: 2.26 eV
* orbital gap: 6.2 eV

Atoms and positions in Å:
K  -0.2239  -0.7142  -0.4421
O  0.0520  0.3201  -2.9569
C  -0.2355  1.4519  -3.4385
C  0.4243  1.8418  -4.7405
C  0.0908  3.0291  -5.3980
C  -0.8896  3.8773  -4.8361
C  -1.4733  3.5572  -3.5709
C  -1.1667  2.4430  -2.8348
C  -1.7690  2.3878  -1.4600
N  -1.7936  1.5037  -0.5524
C  -2.9674  1.5502  0.3548
C  -2.5072  1.1878  1.7938
N  -2.1059  -0.2255  1.8499
C  -1.7145  -0.7033  2.9919
C  -1.2928  -2.0821  3.2419
C  -1.2886  -2.5651  4.5530
C  -1.0135  -3.8754  4.9723
C  -0.8467  -4.8570  4.0010
C  -0.9632  -4.4568  2.6835
C  -0.9681  -3.0924  2.1990
O  -0.6633  -2.8202  1.0035
H  1.0640  1.0106  -5.1816
H  0.4699  3.2545  -6.4182
H  -1.3462  4.6588  -5.4764
H  -2.2264  4.2589  -3.1798
H  -2.2686  3.3545  -1.2277
H  -3.7774  0.8232  0.0422
H  -3.4499  2.5290  0.2811
H  -3.3192  1.3765  2.5088
H  -1.6911  1.8428  2.0942
H  -1.5465  -0.0316  3.8880
H  -1.4661  -1.9173  5.4033
H  -0.9303  -3.9709  6.0195
H  -0.6478  -5.8922  4.2386
H  -0.7707  -5.2060  1.9081
Br  5.3845  -1.5931  2.1228
C  4.5629  -0.8851  0.5569
C  5.2223  0.0375  -0.2555
C  4.4765  0.5802  -1.3072
C  3.1819  0.0855  -1.4961
N  2.5850  -0.8094  -0.7200
C  3.2593  -1.3123  0.2838
H  6.2398  0.3825  -0.0119
H  4.9159  1.3593  -1.9621
H  2.6123  0.4094  -2.3800
H  2.7814  -2.1034  0.8548

These are the Mulliken partial charges, in e, on atoms 1 to 2: K 0.97; O -0.74

=====

2.
An isolated molecule of C3H7NO2S, computed with ωB97M-V with the def2-TZVPD basis set.

Computed properties:
* energy above the lowest of the compared OMol25 structures with the same formula, charge and spin: 259.61 kJ/mol
* DFT total energy: -721.86377 hartree
* E_LUMO: 0.75 eV
* orbital gap: 10.0 eV

Atoms and positions in Å:
C  -1.2750  0.2222  0.5116
C  0.7732  -0.5371  -0.7173
C  0.3167  0.3302  0.4108
N  0.7027  1.7071  0.4255
O  -0.1162  -2.6533  0.3090
O  -1.7524  -0.8626  -0.6377
S  -0.4100  -1.8447  -0.8586
H  -1.7749  -0.1935  1.3766
H  -1.7955  1.0837  0.0939
H  1.0728  0.0053  -1.6901
H  1.6687  -1.2073  -0.4136
H  0.6434  -0.0517  1.3469
H  1.7238  1.7570  0.1486
H  0.2227  2.2447  -0.3056

These are the Mulliken partial charges, in e, on atoms 1 to 2: C -0.33; C -0.61

=====

3.
A structure of composition C7H21AlFOP2, computed with ωB97M-V with the def2-TZVPD basis set.

Computed properties:
* net charge: +1
* DFT total energy: -1379.32378 hartree
* E_LUMO: -3.27 eV
* orbital gap: 10.3 eV

Atoms and positions in Å:
Al  0.9303  0.1327  -0.3192
H  -2.6822  -1.2637  1.8596
H  -2.6507  -0.5129  1.8976
P  -0.0270  -2.1499  -0.4592
P  -0.0364  2.4118  -0.5545
C  1.3973  3.4992  -0.2124
H  1.1856  4.5158  -0.5547
H  1.6057  3.5000  0.8644
H  2.2806  3.1068  -0.7359
C  -0.4354  2.9120  -2.3052
H  -1.4187  2.5205  -2.6195
H  -0.4636  4.0072  -2.4374
H  0.3016  2.5057  -3.0169
C  -1.3673  3.2629  0.3617
H  -1.1849  3.1657  1.4367
H  -1.4237  4.3295  0.1111
H  -2.3309  2.7962  0.1335
C  -0.2103  -2.7557  -2.1946
H  -0.2598  -3.8611  -2.1760
H  -1.1391  -2.3477  -2.6181
H  0.6363  -2.4067  -2.7973
C  1.3191  -3.2696  0.0958
H  1.3981  -3.2135  1.1897
H  1.0723  -4.2979  -0.2176
H  2.2672  -2.9478  -0.3499
C  -1.4237  -3.1142  0.2576
H  -2.3734  -2.6873  -0.0850
H  -1.3632  -4.1694  -0.0617
H  -1.3925  -3.0613  1.3529
C  2.2601  0.0618  1.2749
O  3.3905  -0.2201  1.5766
H  0.9871  0.1107  -1.9366
F  1.4142  0.4858  2.3501

These are the Mulliken partial charges, in e, on atoms 1 to 2: Al 0.18; H 0.03

=====

4.
A structure of composition C3H6O12Y, computed with ωB97M-V with the def2-TZVPD basis set.

Computed properties:
* net charge: -3
* energy above the lowest of the compared OMol25 structures with the same formula, charge and spin: 0.00 kJ/mol
* DFT total energy: -1059.24818 hartree
* E_LUMO: 6.97 eV
* orbital gap: 4.8 eV

Atoms and positions in Å:
Y  -0.1239  0.2660  -0.0741
C  2.0009  1.6159  0.5608
O  0.7759  1.9420  0.8398
O  2.0172  0.4527  0.1339
O  2.9598  2.2316  1.1007
C  -0.5543  1.3202  -2.4344
O  0.0460  0.1432  -2.1903
O  -0.8976  1.5447  -3.6353
O  -1.0496  1.7801  -1.3870
C  -0.9254  -2.2544  -0.1798
O  -1.6042  -1.2116  -0.3210
O  0.2709  -1.9402  0.1561
O  -1.5004  -3.4003  -0.2105
O  -0.3244  -0.5062  2.2341
H  -0.4948  -0.0783  3.0588
H  -0.2661  -1.4573  2.4045
O  -1.9630  1.3640  1.0806
H  -2.7116  1.8698  0.7468
H  -2.3765  0.6584  1.5851
O  2.4971  -1.5421  -1.4143
H  2.4919  -0.7219  -0.9010
H  1.7324  -2.0763  -1.1536

These are the Mulliken partial charges, in e, on atoms 1 to 2: Y 1.48; C 0.67

=====

5.
A cluster of 10 separate species, C10H40O10 in total, computed with ωB97M-V with the def2-TZVPD basis set.

Computed properties:
* energy above the lowest of the compared OMol25 structures with the same formula, charge and spin: 518.20 kJ/mol
* DFT total energy: -1157.15450 hartree
* E_LUMO: 0.35 eV
* structure (SMILES): CO.CO.CO.CO.CO.CO.CO.CO.CO.CO
* orbital gap: 10.1 eV

Atoms and positions in Å:
C  17.7040  -22.1830  17.5867
O  17.2219  -23.5137  17.5943
H  18.6860  -22.2626  18.0530
H  17.8513  -21.7018  16.6199
H  17.1390  -21.4746  18.1925
H  16.7505  -23.6683  16.7725
C  16.3404  -18.6871  15.8567
O  15.9560  -19.1877  17.1306
H  17.3912  -18.4027  15.9120
H  16.0325  -19.3584  15.0551
H  15.7724  -17.7574  15.8224
H  16.5138  -18.7262  17.7610
C  13.2788  -24.7616  22.3475
O  12.8489  -23.7354  21.4720
H  14.3329  -24.8722  22.0932
H  13.0988  -24.4914  23.3880
H  12.9703  -25.7698  22.0710
H  13.1768  -23.8251  20.5742
C  14.8600  -26.6760  17.9629
O  16.2322  -26.6723  17.6409
H  14.1670  -26.7794  17.1279
H  14.5544  -27.4625  18.6530
H  14.6919  -25.7037  18.4259
H  16.5549  -27.5348  17.3700
C  14.0818  -21.8438  18.6684
O  14.3325  -23.2133  18.8551
H  13.0391  -21.6530  18.4147
H  14.4447  -21.1920  19.4631
H  14.5495  -21.5532  17.7277
H  15.2615  -23.3426  18.6506
C  12.8057  -21.2578  15.4141
O  12.3000  -20.9533  14.1181
H  13.7170  -20.6873  15.5941
H  12.1393  -20.8310  16.1636
H  13.0917  -22.2832  15.6480
H  11.3545  -21.0961  14.0326
C  17.6759  -21.0547  21.0312
O  18.9001  -21.5367  21.5148
H  16.9701  -20.6160  21.7365
H  17.8767  -20.3215  20.2500
H  17.1888  -21.7789  20.3783
H  18.9053  -22.4770  21.7084
C  16.9587  -25.1787  21.2220
O  18.1219  -24.2897  20.8924
H  16.1875  -25.1859  20.4518
H  17.2325  -26.1917  21.5171
H  16.5242  -24.9119  22.1854
H  18.4760  -24.4657  20.0176
C  12.7087  -18.2300  18.4216
O  13.3064  -18.3157  17.1175
H  12.5554  -17.1842  18.6877
H  11.7234  -18.6922  18.3595
H  13.2684  -18.8068  19.1580
H  14.2632  -18.3940  17.1186
C  9.8282  -21.3741  18.8476
O  8.5961  -20.8621  19.0423
H  10.0378  -21.3646  17.7780
H  10.4632  -20.6218  19.3155
H  9.9116  -22.3713  19.2796
H  8.4816  -20.0316  18.5746

These are the Mulliken partial charges, in e, on atoms 1 to 2: C -0.43; O -0.42

=====

6.
A structure of composition C4H9N2, computed with ωB97M-V with the def2-TZVPD basis set.

Computed properties:
* net charge: +1
* energy above the lowest of the compared OMol25 structures with the same formula, charge and spin: 361.72 kJ/mol
* DFT total energy: -266.96151 hartree
* E_LUMO: -3.77 eV
* orbital gap: 10.8 eV

Atoms and positions in Å:
C  -0.3861  -0.2234  2.2866
C  0.1118  -0.4039  -1.4071
C  -1.0613  -0.0008  1.1557
C  -0.8233  -0.7297  -0.2597
N  0.3661  -0.7808  -2.5259
N  1.1006  1.0384  -0.6460
H  0.3385  -0.8777  2.4259
H  -0.8627  0.2515  3.1747
H  1.2380  -0.7342  -2.9928
H  -1.7939  -0.8375  -0.7811
H  -1.8541  0.7794  0.9571
H  -0.3446  -1.6589  -0.0170
H  2.1040  1.1281  -0.9652
H  1.1446  1.0722  0.4896
H  0.7223  1.9775  -0.8949

These are the Mulliken partial charges, in e, on atoms 1 to 2: C -0.69; C 0.49

=====

7.
An isolated molecule of C2H2O2S, computed with ωB97M-V with the def2-TZVPD basis set.

Computed properties:
* energy above the lowest of the compared OMol25 structures with the same formula, charge and spin: 83.46 kJ/mol
* DFT total energy: -626.03058 hartree
* E_LUMO: -0.59 eV
* structure (SMILES): O=CC(O)=S
* orbital gap: 8.9 eV

Atoms and positions in Å:
C  -0.1519  0.3184  0.1071
C  1.3896  0.0284  0.3751
H  -1.1435  2.0890  -0.2223
H  1.9381  0.5418  1.2435
O  -0.2919  1.6497  -0.1724
O  2.0111  -0.7147  -0.3537
S  -1.3734  -0.7619  0.0184

These are the Mulliken partial charges, in e, on atoms 1 to 2: C 0.36; C 0.04

=====

8.
An isolated molecule of C5H11Cl2OPS, computed with ωB97M-V with the def2-TZVPD basis set.

Computed properties:
* energy above the lowest of the compared OMol25 structures with the same formula, charge and spin: 229.43 kJ/mol
* DFT total energy: -1932.25504 hartree
* E_LUMO: -0.06 eV
* structure (SMILES): CCS[C@@](C)(Cl)[P@](C)(=O)Cl
* orbital gap: 8.6 eV

Atoms and positions in Å:
C  -1.4574  1.8509  -2.1146
C  0.0241  -3.1658  -0.0836
C  2.1713  0.1079  1.5528
C  -0.6540  2.2140  -0.9176
C  0.8046  0.4962  0.9050
O  -1.5930  -0.9397  0.0701
P  -0.2941  -1.3420  0.6591
S  0.9099  1.1771  -0.7628
Cl  -0.2789  1.2634  2.0211
Cl  -0.5079  -1.8485  2.5716
H  -1.1600  2.3802  -3.0634
H  -1.6412  0.7977  -2.3529
H  -2.4127  2.2553  -2.0782
H  -0.1768  -3.7894  0.8025
H  1.0200  -3.1285  -0.4841
H  -0.7248  -3.4818  -0.8831
H  1.7790  -0.3884  2.4584
H  2.5880  -0.5572  0.8864
H  2.8660  1.0019  1.7590
H  -1.0909  1.9241  0.0043
H  -0.1711  3.1725  -0.9500

These are the Mulliken partial charges, in e, on atoms 1 to 2: C -1.15; C -0.99